The following is a DFT calculation (ωB97M-V/def2-TZVPD) of a single C9H14F4N2 molecule at a distorted geometry.

Each line ends with the Mulliken charge.
Atoms and positions in Å:
C  -1.03638  2.10793  0.91292  -1.903
C  -0.28712  0.81724  0.78332  -0.041
C  -0.89215  -0.29960  0.01040  -1.020
C  0.24729  0.49399  -0.53544  0.911
C  0.49942  1.57384  -1.55199  -2.321
C  1.61738  -0.72644  -0.23974  0.953
N  1.85038  -1.03740  -1.66565  -0.582
C  2.87880  -0.03661  0.34393  0.550
F  3.91084  -0.88070  0.52232  -0.263
F  3.24458  1.08182  -0.31780  -0.272
F  2.67963  0.53463  1.58850  -0.296
C  1.00726  -1.86400  0.56749  -1.790
C  -0.53997  -1.70453  0.38318  1.283
N  -1.28320  -2.22282  1.44798  -0.537
F  -0.74984  -2.43199  -0.82896  -0.380
H  -0.39317  2.95498  1.09144  0.457
H  -1.86207  2.23841  1.70006  0.296
H  -1.38938  2.51140  0.04671  0.434
H  0.14546  0.39172  1.59172  0.707
H  -1.81301  -0.10098  -0.49916  0.530
H  -0.38899  1.90995  -1.86292  0.712
H  1.12340  1.15741  -2.49683  0.289
H  1.00733  2.34608  -1.16001  0.431
H  1.13042  -1.72344  -1.97519  0.265
H  2.76817  -1.25777  -1.91208  0.222
H  1.42334  -2.77416  0.28768  0.565
H  1.35485  -1.74906  1.68915  0.294
H  -2.07712  -1.72196  1.78082  0.229
H  -1.49586  -3.19388  1.33057  0.276

The calculation puts the strongest force on any atom at 0.1229 hartree/bohr. The orbital gap comes out at 9.736 eV. As for the energy relative to the best compared isomer or geometry (same formula, charge and spin): 0.0 kcal/mol. The multiplicity is 1.